(A)
DFT (wB97M-V/def2-TZVPD) results for an isolated ion of composition C2H2NO3 and charge -1.

XYZ file:
```
8
Properties=species:S:1:pos:R:3
O -0.1001 0.5910 1.8096
O -1.1800 0.5606 -1.9479
O 1.3042 -1.1566 1.4578
N -0.0733 -0.4622 -0.2288
C 0.4412 -0.3184 1.1763
C -0.4261 0.5872 -0.9789
H 0.0839 -1.3715 -0.6287
H -0.0498 1.5700 -0.6592
```

Properties
Kohn-Sham gap ... 9.0 eV
HOMO ... -4.728 eV
2S+1 ... 1
Charge ... -1


(B)
DFT (wB97M-V/def2-TZVPD) results for an isolated ion of composition C2H2NO3 and charge -1.

XYZ file:
```
8
Properties=species:S:1:pos:R:3
O -0.1951 -0.0982 0.9256
O -1.9834 1.3411 0.8384
O -1.9086 -0.4578 -0.5289
N 0.6469 -0.8924 0.2045
C 1.4284 -0.2612 -0.5237
C -1.5903 0.2909 0.3294
H 1.3262 0.8553 -0.3631
H 2.2760 -0.7777 -0.8821
```

Properties
Kohn-Sham gap ... 8.8 eV
HOMO ... -4.505 eV
2S+1 ... 1
Charge ... -1


So which one wins? Going from most stable to least: (A), (B).